{"formula": "C35H39BaN11O6S4", "method": "ωB97M-V with the def2-TZVPD basis set", "orbital_gap_ev": 4.883, "total_charge": -2, "spin_multiplicity": 1, "e_homo_ev": -0.86, "de_lowest_ev": 2.411, "symbols": ["Ba", "O", "C", "C", "C", "C", "C", "C", "C", "O", "N", "N", "C", "C", "C", "C", "C", "C", "C", "O", "H", "H", "H", "H", "H", "H", "H", "H", "H", "H", "O", "C", "S", "C", "C", "S", "S", "S", "C", "N", "C", "C", "C", "N", "C", "O", "N", "H", "H", "H", "H", "H", "H", "H", "N", "N", "H", "H", "H", "H", "C", "C", "O", "C", "C", "C", "C", "C", "C", "H", "H", "H", "H", "H", "H", "H", "H", "C", "C", "C", "C", "N", "C", "N", "N", "N", "H", "H", "H", "H", "H", "H", "H", "H", "H", "H"], "xyz": [[-0.153510, 1.328625, -0.305568], [2.965917, -1.041628, -2.353640], [2.409450, -1.871784, -3.256686], [3.240834, -2.834565, -3.843458], [2.725253, -3.749171, -4.744623], [1.368060, -3.717028, -5.076815], [0.555374, -2.756432, -4.495724], [1.049559, -1.820739, -3.585899], [0.143108, -0.791543, -2.959366], [0.651570, 0.005565, -2.054598], [-1.093018, -0.812057, -3.357125], [-1.960719, 0.095797, -2.690426], [-1.736781, 1.343987, -2.832819], [-2.541700, 2.424801, -2.226453], [-3.941607, 2.479157, -2.282934], [-4.629752, 3.563015, -1.789413], [-3.902646, 4.624730, -1.217939], [-2.527799, 4.587811, -1.125468], [-1.800174, 3.463738, -1.592564], [-0.504775, 3.328627, -1.402368], [2.248043, -0.462286, -2.011249], [4.290513, -2.837544, -3.565199], [3.379526, -4.491716, -5.186431], [0.950326, -4.438419, -5.767484], [-0.504150, -2.707609, -4.720389], [-0.870544, 1.677730, -3.404550], [-4.472654, 1.649942, -2.741604], [-5.712223, 3.591428, -1.827581], [-4.433855, 5.474889, -0.808450], [-1.972774, 5.380624, -0.634577], [-4.920497, 6.089538, 2.881216], [-4.090758, 5.236801, 2.578757], [-2.349628, 5.483026, 2.610604], [-1.832101, 3.854614, 2.164015], [-2.825840, 2.967352, 1.937504], [-2.692343, 1.262189, 1.511863], [-4.469438, 3.578626, 2.158012], [-0.092497, 3.573915, 2.135641], [-2.888967, -2.428746, 4.839981], [-3.108107, -2.320212, 3.403833], [-4.353361, -2.191715, 2.882924], [-4.555013, -1.989646, 1.573804], [-3.372518, -1.815397, 0.776951], [-2.159640, -1.985530, 1.249197], [-1.973270, -2.268146, 2.573392], [-0.880416, -2.485601, 3.096252], [-3.506700, -1.498345, -0.529697], [-3.824177, -2.729462, 5.310272], [-2.560201, -1.476609, 5.256047], [-2.118593, -3.165044, 5.037057], [-5.168872, -2.260248, 3.587363], [-5.549278, -1.877244, 1.164171], [-4.418474, -1.222564, -0.849677], [-2.775862, -0.992428, -1.023139], [1.884485, -0.498267, 3.341184], [1.258402, -0.153768, 2.096761], [1.301211, -1.191023, 3.797888], [1.822832, 0.335299, 3.907046], [0.252560, -0.189582, 2.254235], [1.443240, -0.904896, 1.442044], [2.533338, -3.394503, -0.195091], [1.087604, -3.166356, -0.559822], [0.512893, -2.169602, -0.222687], [0.354779, -4.193805, -1.401173], [1.001665, -5.291480, -1.942933], [0.300598, -6.193081, -2.741329], [-1.048701, -5.986120, -2.990136], [-1.696378, -4.882244, -2.443983], [-0.991533, -3.986504, -1.651526], [2.887986, -2.554259, 0.396006], [3.143650, -3.473217, -1.101812], [2.640053, -4.323613, 0.374988], [2.061373, -5.443508, -1.764701], [0.813613, -7.043562, -3.175791], [-1.594643, -6.679740, -3.620633], [-2.747513, -4.706986, -2.641493], [-1.473243, -3.110741, -1.227588], [5.451762, 3.177537, 3.245799], [4.661935, 4.382577, 2.741491], [3.259414, 4.416010, 3.351583], [4.611414, 4.440224, 1.213421], [3.920428, 3.298972, 0.613700], [2.621726, 3.151466, 0.395166], [2.426853, 1.945186, -0.082508], [3.661109, 1.351119, -0.154805], [4.573458, 2.164254, 0.267993], [5.520823, 3.205332, 4.338044], [6.468132, 3.152576, 2.836184], [4.960185, 2.240113, 2.967771], [5.194154, 5.294186, 3.032702], [2.669138, 3.532654, 3.084154], [2.681181, 5.287773, 3.027590], [3.318741, 4.440022, 4.444181], [5.607793, 4.465016, 0.783114], [4.074235, 5.332718, 0.898214], [1.836942, 3.896752, 0.601808]], "atomic_forces_ev_per_a": [[-0.930, -0.605, 2.952], [0.478, -0.397, -0.288], [0.123, 0.135, 0.264], [-0.036, -0.033, -0.045], [-0.181, 0.104, 0.013], [0.159, 0.141, 0.132], [-0.040, 0.001, -0.050], [-0.164, 0.104, -0.045], [0.084, 0.118, 0.231], [0.482, -1.553, -2.083], [-0.236, 0.527, 0.102], [0.265, -0.361, 0.132], [-0.265, 0.084, -0.294], [0.044, -0.029, 0.033], [0.323, -0.266, -0.126], [0.131, 0.303, 0.162], [0.008, -0.206, -0.094], [-0.055, -0.132, 0.009], [0.406, 0.058, -0.111], [-0.996, 1.551, -1.255], [-0.388, 0.225, 0.031], [-0.086, 0.001, -0.019], [0.007, -0.024, -0.010], [0.007, -0.011, -0.002], [0.072, -0.015, 0.007], [0.107, 0.002, -0.096], [0.035, 0.016, 0.005], [0.030, 0.030, 0.017], [-0.040, 0.049, 0.019], [-0.043, -0.057, -0.014], [0.404, -0.364, -0.323], [-0.251, 0.212, 0.467], [-0.005, 0.108, -0.064], [0.302, -0.167, -0.020], [0.144, -0.327, -0.055], [-0.372, 0.236, 0.383], [-0.035, -0.020, -0.108], [-0.346, 0.228, 0.225], [-0.171, 0.018, -0.191], [-0.057, 0.044, 0.146], [0.018, -0.080, 0.220], [0.013, -0.003, -0.157], [0.055, 0.090, -0.262], [0.079, -0.108, 0.493], [0.349, 0.032, -0.193], [-0.220, 0.181, -0.241], [-0.206, -0.056, -0.157], [-0.013, 0.022, 0.029], [0.002, 0.057, -0.046], [0.051, -0.100, -0.030], [-0.061, 0.011, 0.085], [0.093, 0.044, 0.031], [-0.078, 0.088, 0.145], [0.173, -0.107, -0.009], [0.125, -0.057, -0.035], [-0.326, -0.019, -0.127], [-0.049, -0.168, 0.126], [0.079, 0.183, 0.113], [-0.157, 0.057, -0.149], [0.068, -0.110, 0.025], [0.089, -0.254, -0.029], [0.126, -0.588, -0.470], [-0.240, 0.661, 0.259], [0.486, 0.280, 0.358], [0.065, -0.374, -0.187], [0.090, 0.137, 0.130], [-0.008, 0.015, 0.008], [0.096, 0.082, 0.082], [-0.468, 0.039, -0.088], [-0.010, 0.005, -0.004], [-0.104, 0.006, 0.129], [0.000, 0.063, -0.046], [-0.096, 0.014, -0.023], [-0.015, 0.025, 0.005], [0.007, 0.016, 0.023], [0.039, -0.007, -0.005], [0.055, -0.114, -0.027], [0.063, -0.088, 0.007], [-0.125, -0.096, 0.053], [-0.023, 0.022, 0.016], [-0.236, -0.301, -0.027], [0.896, 0.433, 0.307], [-0.523, -0.004, -0.134], [1.620, -0.173, -0.155], [-0.174, 0.892, 0.319], [-1.056, -0.142, -0.166], [-0.002, -0.002, -0.110], [-0.111, 0.014, 0.030], [0.029, 0.102, 0.022], [0.023, 0.049, 0.053], [0.089, 0.095, 0.036], [0.069, -0.118, 0.015], [0.010, 0.006, -0.100], [0.142, -0.033, -0.038], [-0.035, 0.052, -0.047], [0.324, -0.399, -0.094]], "lowdin_charge": [1.769, 0.036, -0.286, -0.038, -0.112, -0.115, -0.044, -0.080, -0.465, -0.427, 0.062, -0.001, -0.203, -0.198, -0.069, -0.127, -0.114, -0.030, -0.454, -0.442, 0.051, 0.111, 0.089, 0.088, 0.104, 0.129, 0.100, 0.083, 0.095, 0.107, -0.153, -1.078, 0.883, -1.199, -1.189, 0.336, 0.893, 0.356, -0.028, -0.049, -0.079, -0.026, -0.448, 0.186, -0.503, 0.011, 0.167, 0.079, 0.098, 0.080, 0.120, 0.102, 0.097, 0.056, -0.073, -0.106, 0.038, 0.045, 0.017, 0.021, 0.001, -0.379, 0.065, -0.146, -0.043, -0.099, -0.103, -0.068, -0.012, 0.086, 0.072, 0.088, 0.107, 0.093, 0.091, 0.102, 0.095, -0.086, -0.417, -0.088, -0.116, -0.109, -0.210, -0.112, 0.008, 0.054, 0.073, 0.073, 0.076, 0.126, 0.044, 0.075, 0.078, 0.116, 0.127, 0.061]}